# 1
Computed, not measured: C3H4O2 as an isolated structure at a distorted geometry, with the ωB97M-V functional and the def2-TZVPD basis.

```
9
Properties=species:S:1:pos:R:3:mulliken_charge:R:1
C 0.134 -0.108 1.053 -0.41
C 0.843 -0.991 0.334 -0.21
C -0.469 0.330 -0.228 0.30
O 0.350 -0.697 -0.918 -0.39
O -0.291 1.535 -0.728 -0.47
H -0.044 0.253 2.066 0.31
H 1.412 -1.936 0.538 0.30
H -1.459 -0.002 -0.508 0.26
H -0.476 1.616 -1.609 0.31
```

For the largest force on an atom, the calculation gives 0.0935 Eh/bohr. The spin multiplicity is 1. The value obtained for the relative energy (zero: lowest compared OMol25 entry of this formula, charge and spin) is 2.524 eV. For the highest occupied orbital energy, the calculation gives -0.3330 Ha. The total energy comes out at -267.1000 hartree.

***

# 2
Computed, not measured: an isolated molecule of C4H5NO2, with the ωB97M-V functional and the def2-TZVPD basis.

```
12
Properties=species:S:1:pos:R:3:mulliken_charge:R:1
O -1.183 -0.360 -2.004 -0.44
C -1.221 0.725 -1.480 0.10
C -0.493 1.056 -0.173 0.37
O -0.257 2.209 0.121 -0.54
N -0.250 -0.047 0.599 -0.12
C 0.935 -0.338 1.358 -0.36
C 0.520 -1.198 0.204 -0.32
H -1.756 1.586 -1.920 0.36
H 0.761 -0.691 2.372 0.23
H 1.782 0.333 1.236 0.25
H 1.092 -1.128 -0.718 0.23
H 0.039 -2.157 0.375 0.24
```

For the largest force on an atom, the calculation gives 0.0122 Eh/bohr. The spin multiplicity is 1. The value obtained for the relative energy (zero: lowest compared OMol25 entry of this formula, charge and spin) is 1.930 eV. The SMILES is O=CC(=O)N1CC1. For the highest occupied orbital energy, the calculation gives -0.3650 Ha. The total energy comes out at -360.5985 hartree.

***

# 3
Computed, not measured: a 2-piece molecular cluster, C9H14 overall at a distorted geometry, with the ωB97M-V functional and the def2-TZVPD basis.

```
23
Properties=species:S:1:pos:R:3:mulliken_charge:R:1
C 0.200 2.053 1.139 -1.24
C 0.768 1.064 0.209 0.67
C 0.681 -0.297 0.448 -0.39
C 1.277 -1.145 -0.508 -0.56
C 2.004 -0.723 -1.603 -0.49
C 1.752 0.625 -1.999 -0.49
C 1.156 1.459 -1.110 -0.33
H -0.365 2.892 0.682 0.32
H 0.755 2.463 2.032 0.30
H -0.678 1.691 1.717 0.23
H 0.272 -0.582 1.412 0.69
H 1.367 -2.190 -0.105 0.27
H 2.763 -1.390 -2.051 0.36
H 2.137 0.918 -2.958 0.37
H 0.869 2.501 -1.384 0.27
C -3.641 -1.821 1.178 -1.10
C -2.400 -0.910 1.249 -0.51
H -4.201 -1.247 0.493 0.34
H -3.301 -2.739 0.714 0.29
H -4.158 -2.197 2.133 0.27
H -1.780 -0.736 0.349 0.26
H -2.670 0.149 1.405 0.23
H -1.774 -1.429 2.040 0.24
```

For the largest force on an atom, the calculation gives 0.0699 Eh/bohr. The spin multiplicity is 1. The value obtained for the relative energy (zero: lowest compared OMol25 entry of this formula, charge and spin) is 1.810 eV. The SMILES is Cc1ccccc1.CC. For the highest occupied orbital energy, the calculation gives -0.3270 Ha. The total energy comes out at -351.2637 hartree.

***

# 4
Computed, not measured: a 3-piece molecular cluster, C18H44BF3IN7O4P2 overall at a distorted geometry, with the ωB97M-V functional and the def2-TZVPD basis.

```
80
Properties=species:S:1:pos:R:3:mulliken_charge:R:1
C -3.349 0.747 4.572 -0.95
C -2.474 1.147 3.283 0.21
O -1.444 0.478 3.023 -0.42
N -2.892 2.303 2.499 0.30
C -2.228 2.370 1.160 -0.94
B -4.378 2.467 2.429 -0.16
C -5.414 1.602 1.530 -0.12
C -5.285 0.019 1.675 0.04
O -6.134 -0.626 2.350 -0.52
I -3.724 -1.162 0.726 0.10
C -5.022 3.697 3.335 0.70
F -5.962 3.092 4.219 -0.22
F -5.613 4.675 2.490 -0.24
F -3.968 4.343 4.042 -0.21
H -2.759 0.074 5.292 0.32
H -3.658 1.692 5.151 0.31
H -4.264 0.139 4.248 0.22
H -2.774 3.093 0.446 0.38
H -2.085 1.365 0.643 0.12
H -1.188 2.846 1.327 0.36
H -5.344 1.953 0.433 0.37
H -6.476 1.877 1.889 0.27
C 1.134 -0.709 1.686 -0.75
N 1.663 -1.777 2.505 0.30
C 0.915 -1.919 3.749 -1.01
P 2.507 -3.156 1.986 0.66
O 1.247 -3.899 1.501 -0.83
N 3.221 -3.072 0.427 0.25
C 3.569 -1.890 -0.337 -0.68
C 2.823 -4.115 -0.526 -0.96
N 3.996 -2.362 2.589 0.03
C 4.567 -3.160 3.684 -1.02
C 4.184 -0.953 2.906 -1.01
H 1.205 0.237 2.236 0.32
H 0.088 -0.867 1.411 0.44
H 1.702 -0.546 0.774 -0.01
H 1.600 -1.864 4.606 0.30
H 0.391 -2.878 3.797 0.32
H 0.167 -1.134 3.886 0.22
H 2.693 -1.424 -0.800 -0.04
H 4.256 -2.148 -1.152 0.41
H 4.112 -1.145 0.239 0.21
H 1.853 -3.895 -0.975 0.26
H 2.769 -5.092 -0.040 0.30
H 3.553 -4.220 -1.335 0.36
H 3.972 -3.059 4.600 0.33
H 5.599 -2.868 3.901 0.34
H 4.586 -4.221 3.411 0.34
H 3.682 -0.659 3.835 0.31
H 3.845 -0.287 2.114 0.26
H 5.252 -0.744 3.029 0.39
C 1.393 -0.997 -3.648 -0.94
N 0.043 -0.481 -3.704 0.43
C -0.938 -1.558 -3.770 -1.20
P -0.525 1.003 -3.101 0.50
O -0.564 0.534 -1.634 -0.64
N 0.658 2.215 -2.824 0.25
C 1.985 2.321 -3.399 -0.98
C 0.718 2.762 -1.463 -0.78
N -0.557 1.578 -4.797 0.01
C -1.942 1.889 -5.183 -1.03
C 0.114 0.987 -5.948 -1.04
H 1.591 -1.585 -4.552 0.42
H 1.564 -1.637 -2.777 0.15
H 2.149 -0.218 -3.648 0.30
H -1.592 -1.416 -4.640 0.27
H -1.568 -1.585 -2.875 0.27
H -0.480 -2.545 -3.872 0.42
H 2.695 1.633 -2.931 0.31
H 2.385 3.331 -3.257 0.37
H 2.003 2.181 -4.477 0.24
H 1.264 2.097 -0.791 0.23
H -0.283 2.923 -1.059 0.01
H 1.212 3.738 -1.445 0.45
H -2.526 0.974 -5.333 0.33
H -1.980 2.486 -6.099 0.37
H -2.431 2.476 -4.398 0.33
H -0.360 0.058 -6.282 0.31
H 1.169 0.783 -5.770 0.30
H 0.089 1.690 -6.788 0.40
```

For the largest force on an atom, the calculation gives 0.1380 Eh/bohr. The spin multiplicity is 1. The SMILES is CC(=O)N(C)B(CC(=O)I)C(F)(F)F.CN(C)P(=O)(N(C)C)N(C)C.CN(C)P(=O)(N(C)C)N(C)C. For the highest occupied orbital energy, the calculation gives -0.2752 Ha. The total energy comes out at -2701.0836 hartree.

***

# 5
Computed, not measured: an isolated molecule of C7H12 at a distorted geometry, with the ωB97M-V functional and the def2-TZVPD basis.

```
19
Properties=species:S:1:pos:R:3:mulliken_charge:R:1
C 2.529 -0.924 -0.191 -0.71
C 1.351 -0.931 -0.757 -0.46
C 0.175 -0.212 -0.159 0.48
C 0.219 1.054 0.399 -0.35
C -0.516 1.695 1.408 -1.10
C -1.086 -1.005 -0.084 -0.32
C -2.124 -0.022 -0.805 -1.13
H 3.282 -1.462 -0.695 0.29
H 2.845 -0.566 0.842 0.25
H 1.210 -1.147 -1.780 0.33
H 1.011 1.735 0.137 0.39
H 0.109 2.575 1.853 0.31
H -0.740 1.007 2.297 0.25
H -1.541 2.138 1.113 0.31
H -1.026 -1.969 -0.728 0.27
H -1.399 -1.086 0.938 0.26
H -1.780 0.055 -1.811 0.37
H -2.070 1.034 -0.458 0.23
H -3.189 -0.239 -0.583 0.32
```

For the largest force on an atom, the calculation gives 0.1090 Eh/bohr. The spin multiplicity is 1. The value obtained for the relative energy (zero: lowest compared OMol25 entry of this formula, charge and spin) is 2.738 eV. The SMILES is C=C/C(=C/C)CC. For the highest occupied orbital energy, the calculation gives -0.3069 Ha. The total energy comes out at -273.8080 hartree.

***

# 6
Computed, not measured: C25H34F3N2O3RhS2Sb as an isolated structure at a distorted geometry, with the ωB97M-V functional and the def2-TZVPD basis.

```
71
Properties=species:S:1:pos:R:3:mulliken_charge:R:1
Rh 0.510 -1.293 0.379 -1.01
F -4.664 -3.457 1.106 -0.23
C -3.562 -4.146 1.453 0.77
F -3.093 -4.737 0.351 -0.24
F -3.938 -5.099 2.310 -0.27
C -2.539 -3.228 2.077 0.19
C -2.520 -3.049 3.448 -0.41
C -1.597 -2.190 4.037 -1.18
C -0.710 -1.523 3.224 -0.45
N -0.758 -1.672 1.895 0.17
C -1.632 -2.503 1.306 0.69
S -1.337 -2.452 -0.409 -0.22
H -3.223 -3.598 4.061 0.55
H -1.559 -2.054 5.107 0.47
H 0.054 -0.864 3.614 0.59
C -3.384 0.156 -1.866 -1.62
C -3.032 0.781 -0.519 1.74
C -3.454 2.254 -0.505 -1.79
C -3.765 0.041 0.593 -1.61
Sb -0.842 0.760 -0.284 1.34
C -0.332 2.223 1.287 1.90
C -1.286 2.054 2.471 -1.64
C 1.091 1.938 1.763 -1.84
C -0.416 3.654 0.757 -1.55
C 0.007 1.409 -2.195 1.80
C -0.076 0.225 -3.170 -1.53
C -0.731 2.617 -2.772 -1.68
C 1.456 1.802 -1.906 -1.79
H -4.470 0.195 -1.989 0.50
H -3.082 -0.889 -1.920 0.31
H -2.944 0.690 -2.707 0.31
H -4.526 2.289 -0.723 0.59
H -2.953 2.857 -1.261 0.30
H -3.311 2.722 0.465 0.34
H -4.839 0.187 0.441 0.58
H -3.519 0.419 1.585 0.26
H -3.589 -1.029 0.559 0.31
H -1.301 1.032 2.850 0.16
H -2.309 2.345 2.244 0.31
H -0.942 2.698 3.285 0.55
H 1.215 0.936 2.171 0.21
H 1.338 2.653 2.554 0.56
H 1.824 2.061 0.965 0.33
H -1.417 3.930 0.432 0.26
H 0.276 3.839 -0.063 0.33
H -0.138 4.331 1.570 0.54
H -1.074 0.121 -3.594 0.36
H 0.202 -0.719 -2.705 0.06
H 0.629 0.390 -3.986 0.50
H -1.756 2.393 -3.063 0.31
H -0.200 2.920 -3.680 0.56
H -0.733 3.473 -2.098 0.30
H 2.013 1.015 -1.400 0.09
H 1.515 2.717 -1.319 0.35
H 1.964 1.980 -2.857 0.62
O 2.924 -0.525 -3.140 -0.58
S 3.075 -1.680 -2.309 1.01
O 2.833 -2.978 -2.848 -0.63
N 2.176 -1.495 -0.899 -0.41
C 2.976 -1.232 0.142 1.56
O 2.419 -0.923 1.238 -0.82
C 4.419 -1.328 -0.119 0.14
C 5.482 -1.194 0.755 -0.54
C 6.760 -1.345 0.235 -0.60
C 6.957 -1.620 -1.117 -0.50
C 5.885 -1.751 -1.995 -0.72
C 4.624 -1.598 -1.460 0.20
H 5.314 -0.985 1.802 0.53
H 7.618 -1.252 0.887 0.41
H 7.964 -1.735 -1.495 0.42
H 6.037 -1.965 -3.044 0.48
```

For the largest force on an atom, the calculation gives 0.0195 Eh/bohr. The charge is +1. The spin multiplicity is 1. For the highest occupied orbital energy, the calculation gives -0.4309 Ha. The total energy comes out at -2754.8481 hartree.

***

no.,LUMO (eV)
1,0.90
2,-0.15
3,0.91
4,-1.08
5,1.10
6,-4.33